(1)
DFT (ωB97M-V with the def2-TZVPD basis set) results for C26H27N4O6PdS3Sb as an isolated structure.

Atoms and positions in Å:
Pd: 0.67883 0.82102 1.17038
O: -0.34818 -2.44727 0.86842
C: -0.60560 -3.31737 -0.00202
C: -1.89579 -0.83729 -2.31160
O: -2.34450 -1.70407 -2.93462
O: -1.44608 0.02951 -1.68614
C: 0.45672 -3.92793 -0.80268
C: 1.70711 -4.18048 -0.23024
C: 2.71636 -4.71329 -1.00972
C: 2.49344 -4.96178 -2.35890
C: 1.25895 -4.69386 -2.93590
C: 0.23087 -4.18831 -2.15848
C: -2.01775 -3.62448 -0.15916
C: -2.95763 -2.66047 0.23298
C: -4.30574 -2.91615 0.09506
C: -4.72022 -4.15077 -0.39781
C: -3.79900 -5.12776 -0.74927
C: -2.44269 -4.86654 -0.64156
H: 0.63910 -2.01062 0.95436
H: 1.87333 -3.98884 0.82086
H: 3.67795 -4.93368 -0.56738
H: 3.29086 -5.36908 -2.96651
H: 1.09640 -4.88150 -3.98829
H: -0.73250 -3.96739 -2.59609
H: -2.60516 -1.71144 0.61656
H: -5.02837 -2.15603 0.36383
H: -5.77767 -4.35170 -0.51056
H: -4.13668 -6.08998 -1.10814
H: -1.71746 -5.62603 -0.89598
S: 3.18018 0.62440 4.41384
Sb: 1.72424 -0.99407 3.69505
S: -0.30681 0.11812 3.11657
S: 2.13722 -1.00010 1.28605
O: -6.22106 -0.37188 1.52864
C: -6.22310 1.01540 1.24912
N: -4.83541 1.42042 1.27828
C: -4.47158 2.61321 0.74090
O: -5.26550 3.35568 0.19528
C: -3.01980 2.97838 0.83126
C: -2.65861 4.31298 0.69194
C: -1.31744 4.65199 0.74962
C: -0.38228 3.64460 0.91220
N: -0.72910 2.36043 1.02394
C: -2.02278 2.03930 0.99672
H: -7.06505 -0.60990 1.92398
H: -6.80920 1.56642 1.99152
H: -6.62180 1.23574 0.25941
H: -4.25811 0.96061 1.96411
H: -3.43249 5.05468 0.54718
H: -0.99177 5.67897 0.66976
H: 0.67796 3.85637 0.95222
H: -2.24203 0.98477 1.09769
N: 1.60989 1.49810 -0.56621
C: 2.14602 1.79637 -1.54177
N: 2.78315 2.14721 -2.63464
C: 3.27556 3.52986 -2.76636
C: 2.28715 4.33961 -3.58801
O: 2.04338 3.71296 -4.83286
C: 1.46966 2.43084 -4.67204
C: 2.41484 1.51476 -3.91273
H: 4.24118 3.48533 -3.27152
H: 3.41895 3.95366 -1.77393
H: 2.68817 5.32830 -3.80373
H: 1.34452 4.45398 -3.03438
H: 1.27757 2.04173 -5.67057
H: 0.51473 2.51032 -4.13350
H: 3.33377 1.36507 -4.48103
H: 1.96291 0.54457 -3.71230

Properties
**E_LUMO (spin up / spin down)**: -3.775 / -4.314 eV
**Kohn-Sham gap (spin up / spin down)**: 6.53 / 5.97 eV
**Total energy**: -88164.85458 eV
**Highest occupied orbital energy (spin up / spin down)**: -10.31 / -10.29 eV
**Multiplicity**: 2
**Largest force on an atom**: 0.64 eV/Å
**Net charge**: +1

Atom charges from the Löwdin analysis, given in e for atoms 1 to 2: Pd 0.345; O 0.041

***

(2)
DFT (ωB97M-V with the def2-TZVPD basis set) results for C43H32BrO3P2SV as an isolated structure.

Atoms and positions in Å:
V: -0.70514 0.92893 -0.29402
O: 0.06504 4.29537 -0.49697
S: 0.24715 3.11244 0.36181
C: -0.34404 3.52808 2.00463
C: -0.37220 4.86799 2.35879
C: -0.84340 5.22410 3.61303
C: -1.30476 4.24715 4.48529
C: -1.32087 2.91457 4.09844
C: -0.83665 2.53360 2.84763
P: -0.98257 0.82005 2.24044
C: -2.65160 0.31584 2.75621
C: -3.71234 1.21699 2.66687
C: -5.00848 0.79316 2.91510
C: -5.25378 -0.53233 3.24981
C: -4.19946 -1.42998 3.34414
C: -2.90053 -1.01142 3.09521
C: 0.19737 -0.20920 3.15397
C: 0.73744 0.14984 4.38810
C: 1.57158 -0.73092 5.05948
C: 1.85280 -1.97746 4.51574
C: 1.31725 -2.33946 3.28812
C: 0.50009 -1.45461 2.59607
C: 2.00564 2.91159 0.69196
C: 2.68491 3.92858 1.34930
C: 4.05189 3.82839 1.53223
C: 4.73270 2.71462 1.05585
C: 4.05128 1.71073 0.38899
C: 2.67379 1.79556 0.18757
P: 1.75100 0.54096 -0.77242
C: 2.01808 1.03094 -2.50245
C: 3.27922 1.33827 -3.00866
C: 3.41795 1.73419 -4.32757
C: 2.30256 1.82501 -5.15094
C: 1.04460 1.51103 -4.66103
C: 0.90326 1.11153 -3.33886
C: 2.65952 -1.01045 -0.54790
C: 3.20928 -1.35454 0.68486
C: 3.84212 -2.57768 0.84220
C: 3.91431 -3.46737 -0.22134
C: 3.35259 -3.13491 -1.44551
C: 2.72789 -1.90813 -1.61164
H: -0.06026 5.61630 1.64036
H: -0.86781 6.26693 3.90001
H: -1.68492 4.52737 5.45878
H: -1.74681 2.16536 4.75454
H: -3.52725 2.25164 2.40406
H: -5.82770 1.49746 2.84840
H: -6.26642 -0.86344 3.43986
H: -4.38720 -2.46285 3.60647
H: -2.08715 -1.72235 3.14923
H: 0.52065 1.11828 4.81968
H: 1.99566 -0.44844 6.01414
H: 2.49214 -2.66622 5.05316
H: 1.53774 -3.30792 2.85870
H: 0.07356 -1.74028 1.63954
H: 2.15189 4.79409 1.71650
H: 4.58309 4.61632 2.04864
H: 5.80158 2.62936 1.20087
H: 4.59262 0.84684 0.02448
H: 4.15232 1.27209 -2.37120
H: 4.39766 1.97537 -4.71845
H: 2.41736 2.13858 -6.18032
H: 0.17682 1.57015 -5.30360
H: -0.07719 0.82178 -2.97295
H: 3.14548 -0.67030 1.52229
H: 4.27792 -2.83499 1.79889
H: 4.41031 -4.42095 -0.09571
H: 3.40456 -3.82852 -2.27378
H: 2.29571 -1.64588 -2.56953
Br: -3.13367 1.98348 -0.74022
C: -4.26096 0.41811 -0.76773
C: -5.62060 0.66116 -0.80710
C: -6.48774 -0.42080 -0.77863
C: -5.98745 -1.71326 -0.68223
C: -4.62088 -1.92543 -0.62043
C: -3.72882 -0.85949 -0.68448
C: -2.24636 -1.12472 -0.59885
O: -1.83341 -1.84981 0.29620
O: -1.49944 -0.49325 -1.45808
H: -5.99540 1.67465 -0.85564
H: -7.55458 -0.24621 -0.82250
H: -6.66520 -2.55570 -0.64977
H: -4.21254 -2.92271 -0.52130

Properties
**E_LUMO (spin up / spin down)**: -2.552 / -2.857 eV
**Kohn-Sham gap (spin up / spin down)**: 8.54 / 8.53 eV
**Total energy**: -176392.19284 eV
**Highest occupied orbital energy (spin up / spin down)**: -11.09 / -11.39 eV
**Multiplicity**: 4
**Largest force on an atom**: 0.48 eV/Å
**Net charge**: +1

Atom charges from the Löwdin analysis, given in e for atoms 1 to 2: V 0.307; O -0.423

***

(3)
DFT (ωB97M-V with the def2-TZVPD basis set) results for a 2-piece molecular cluster, C5H9N4 overall.

Atoms and positions in Å:
C: 1.37059 0.15843 0.63490
C: -1.13151 -1.07236 0.61415
C: -0.18212 -0.61680 -1.80339
C: -1.01086 1.19880 -0.42648
C: -0.46615 -0.14505 -0.44767
N: 2.18757 1.21513 0.55181
N: 1.59684 -0.61097 1.69986
N: 2.97041 1.04634 1.65788
N: 2.61713 0.00853 2.35780
H: -0.48353 -1.95327 0.82505
H: -1.16376 -0.41004 1.53268
H: -2.21027 -1.27608 0.51634
H: 0.76161 -0.17351 -2.20378
H: -0.11162 -1.72353 -2.09356
H: -1.14739 -0.28267 -2.34643
H: -1.97648 1.18543 -0.96453
H: -1.24009 1.39240 0.65551
H: -0.38037 2.05922 -0.76014

Properties
**E_LUMO**: 3.544 eV
**Kohn-Sham gap**: 8.38 eV
**Total energy**: -11288.95288 eV
**Highest occupied orbital energy**: -4.83 eV
**Largest force on an atom**: 5.87 eV/Å
**Net charge**: -1

Atom charges from the Löwdin analysis, given in e for atoms 1 to 2: C -0.323; C -0.109

***

(4)
DFT (ωB97M-V with the def2-TZVPD basis set) results for a 2-piece molecular cluster, C12H28BN7O10P overall.

Atoms and positions in Å:
N: -3.31784 -0.32438 6.19027
C: -2.05815 -0.85145 5.70804
O: -1.68969 -1.89047 6.09811
C: -1.25004 -0.04502 4.65920
C: -2.20230 0.39782 3.53232
N: -1.57931 1.27146 2.52213
C: -0.95772 0.83610 1.40579
N: -0.45536 1.69357 0.50972
C: 0.02824 0.90644 -0.44575
B: 0.68212 1.59692 -1.73010
O: 0.86689 0.91920 -2.93762
O: 1.01031 2.93405 -1.58297
N: -0.14840 -0.35627 -0.14087
C: 0.29320 -1.41380 -1.05861
O: -0.62704 -1.54816 -2.10272
C: -1.56251 -2.57768 -1.87777
O: -2.44347 -2.14982 -0.88062
C: -3.51151 -3.05920 -0.63560
C: -3.11581 -4.48897 -0.25574
O: -2.41022 -4.55190 0.98503
N: -0.77645 -0.43205 1.06482
N: -1.10904 -1.60712 1.71188
P: -1.65062 3.04411 2.77282
N: -1.31437 3.16792 4.45792
O: -3.22085 3.51694 2.57371
H: -3.30273 0.69075 6.08364
H: -4.01234 -0.64439 5.51191
H: -0.49985 -0.75086 4.28726
H: -0.73484 0.79707 5.12423
H: -2.68339 -0.45590 3.04577
H: -3.02322 0.97154 3.97454
H: 1.83001 0.86857 -3.06505
H: 1.97421 3.01099 -1.65991
H: 1.24893 -1.16436 -1.51429
H: 0.45608 -2.37141 -0.54331
H: -1.01053 -3.49187 -1.60952
H: -2.10962 -2.70520 -2.82061
H: -4.04790 -2.64823 0.22640
H: -4.24687 -3.06097 -1.45404
H: -2.48478 -4.97990 -1.00469
H: -4.03620 -5.07028 -0.14726
H: -1.49125 -4.79215 0.82856
H: -0.78535 -2.42473 1.21011
H: -0.66052 -1.64819 2.62688
H: -0.44653 3.67819 4.57618
H: -2.07003 3.68489 4.90393
H: -3.80513 2.86824 3.00852
C: 7.47320 0.54780 -5.09401
O: 6.10213 0.83469 -4.80043
C: 5.70537 2.05183 -5.17823
O: 6.38244 2.88203 -5.71864
O: 4.41341 2.18718 -4.84733
C: 3.85340 3.45604 -5.19523
H: 7.67216 -0.46100 -4.74222
H: 7.65259 0.58839 -6.16687
H: 8.13101 1.23975 -4.57082
H: 3.89808 3.62050 -6.27007
H: 4.36653 4.25836 -4.66656
H: 2.81145 3.44438 -4.88222

Properties
**E_LUMO**: -3.213 eV
**Kohn-Sham gap**: 8.36 eV
**Total energy**: -53763.24115 eV
**Highest occupied orbital energy**: -11.58 eV
**Largest force on an atom**: 2.77 eV/Å
**Net charge**: +1

Atom charges from the Löwdin analysis, given in e for atoms 1 to 2: N 0.115; C -0.508

***

(5)
DFT (ωB97M-V with the def2-TZVPD basis set) results for an isolated ion of composition CH2I4N2P and charge +1.

Atoms and positions in Å:
C: 0.26158 0.36233 0.33346
N: 0.86447 -0.88656 -0.03475
N: -0.66989 0.64866 -0.66544
P: 0.07132 -2.30164 -0.28429
I: 2.83102 -1.19343 -0.62982
I: -2.14497 2.05175 -0.19564
I: -2.18371 -2.03370 0.61684
I: 1.70360 2.05494 1.13016
H: -0.37380 0.37839 1.24085
H: -0.35961 0.91925 -1.51137

Properties
**E_LUMO**: -6.459 eV
**Kohn-Sham gap**: 6.38 eV
**Total energy**: -45731.65834 eV
**Highest occupied orbital energy**: -12.84 eV
**Largest force on an atom**: 4.14 eV/Å
**Net charge**: +1

Atom charges from the Löwdin analysis, given in e for atoms 1 to 2: C -0.997; N -0.938